1.
ORCA calculation (wB97M-V/def2-TZVPD) on a molecular structure, C44H49FMgN8O3.

Properties
- energy relative to the best compared isomer or geometry (same formula, charge and spin) (kcal/mol) = 1.2
- total energy (eV) = -72639.3350
- strongest force on any atom (eV/A) = 0.36
- HOMO energy (hartree) = -0.424
- frontier orbital gap (eV) = 7.1
- molecular weight (g mol⁻¹) = 781.232

Structure (ORCA input):
```
! RIJCOSX wB97M-V def2-TZVPD def2/J DEFGRID3
* xyz 2 1
Mg -1.5196 -1.5706 -0.2092
F 3.1339 3.0961 3.4582
O -1.2652 -0.3558 -1.7165
O -0.8944 0.8287 -3.5544
O 0.0695 0.5087 0.5702
N 2.2035 2.9102 -1.9602
N -3.7624 -3.1225 1.5629
N -1.2072 -2.1017 2.0268
N -2.7730 -0.0757 0.8139
N -4.7512 -1.7009 -2.9986
N 4.6034 4.8462 1.7668
N 6.6781 6.4410 2.8389
N 0.4735 -2.3573 -0.1086
C 3.6336 3.9252 1.2886
C 0.4243 1.3059 -1.6498
C 1.6992 2.1588 0.2638
C -1.8894 -4.5694 -0.9415
C -2.2827 -3.2937 -1.3803
C -2.0448 -5.7398 -1.6688
C -5.0115 -1.6250 -1.5357
C -3.2080 1.0016 0.1599
C 2.5263 -2.9932 -1.1258
C -2.9851 -4.4665 -3.4384
C -2.8415 -3.3057 -2.6710
C -3.1003 2.3592 2.1026
C 2.8908 3.0824 2.1250
C 3.3988 3.8549 -0.0732
C -2.8693 -3.9880 2.0218
C -3.1318 -5.3499 2.1535
C -4.3738 -5.8259 1.7839
C 1.0707 -2.3115 1.0755
C 2.4492 2.9692 -0.5989
C 4.3870 3.4513 -3.1283
C 1.9393 2.2331 1.6348
C 2.4182 -2.6084 1.2302
C 6.8072 5.8202 1.4746
C 0.2279 -1.8723 2.2478
C 4.4713 5.3933 3.1020
C -1.4982 -3.4877 2.4083
C 5.2356 6.7014 3.1828
C -5.3157 -4.9253 1.3012
C 5.9834 4.5471 1.4419
C -4.9611 -3.5924 1.2162
C 1.1918 2.1336 -2.4129
C -2.5998 -5.6959 -2.9389
C -0.6661 0.5426 -2.3851
C -2.6165 1.2570 2.7819
C -5.6980 -2.6354 -3.6576
C -2.4659 0.0540 2.1031
C -3.4047 2.2306 0.7570
C 2.9359 3.7482 -2.8781
C 1.1787 -2.6926 -1.1858
C -2.0039 -1.1707 2.8424
C 3.3633 3.1684 -4.1877
C 3.1550 -2.9501 0.1093
C -3.2794 -2.0149 -3.2898
C 0.6581 1.2338 -0.2315
H -4.9088 -0.7730 -3.3937
H -5.5832 -3.6143 -3.1999
H 3.0626 -3.2672 -2.0218
H -2.3674 -6.0192 2.5243
H 7.2241 7.3036 2.8959
H -6.7103 -2.2649 -3.5150
H -5.4597 -2.6894 -4.7162
H 2.8720 -2.5834 2.2111
H 2.6261 4.7876 -2.8643
H 4.8303 4.7081 3.8841
H -1.7168 -6.6851 -1.2552
H 0.3891 -0.8042 2.4031
H -2.7036 -6.5916 -3.5335
H -4.6283 -2.5362 -1.0788
H -0.7541 -4.1255 1.9263
H -5.6754 -2.8561 0.8630
H -4.6058 -6.8788 1.8656
H -3.3812 0.8730 -0.9011
H -4.4768 -0.7719 -1.1262
H 0.6235 -2.7248 -2.1140
H -3.3669 -4.4042 -4.4518
H 7.0711 5.7977 3.5343
H -6.3032 -5.2486 1.0057
H 1.3719 1.6025 2.3058
H 3.1275 2.1319 -4.3763
H 0.5617 -2.4020 3.1511
H -1.4063 -4.6729 0.0209
H -1.3536 -3.6101 3.4951
H -6.0810 -1.5199 -1.3726
H 6.0514 4.1193 0.4425
H 3.4235 5.6054 3.3166
H -3.7692 3.0641 0.1754
H 4.8704 7.4251 2.4553
H -3.1931 -2.0100 -4.3776
H 7.8641 5.6390 1.2872
H -2.3551 1.3176 3.8286
H 4.8088 2.5984 -2.6153
H -2.9017 -1.6951 3.1673
H 4.2049 -3.1935 0.1990
H 6.4150 3.8093 2.1397
H -3.2296 3.3053 2.6101
H 3.9331 4.5243 -0.7302
H -2.7192 -1.1710 -2.8855
H 6.4227 6.5554 0.7686
H 0.9845 2.1862 -3.4727
H 5.0570 4.2881 -3.2644
H 5.2070 7.1308 4.1833
H 3.3132 3.8083 -5.0543
H -1.4520 -0.8717 3.7415
*
```

***

2.
ORCA calculation (wB97M-V/def2-TZVPD) on a molecular structure, C44H51BiGeN7O2SeSi2.

Properties
- total energy (eV) = -204447.7552
- strongest force on any atom (eV/A) = 0.85
- HOMO energy (hartree) = -0.172
- frontier orbital gap (eV) = 6.3
- molecular weight (g mol⁻¹) = 1126.661

Structure (ORCA input):
```
! RIJCOSX wB97M-V def2-TZVPD def2/J DEFGRID3
* xyz -1 1
Bi 0.4360 0.5340 -0.3739
Se 3.2176 -0.3703 -3.6875
Ge 2.0203 1.4743 2.9094
Si 3.5266 -0.3996 -5.8895
Si -1.6191 -2.0259 1.1428
O -1.1087 -1.0219 0.0208
O 3.1669 -0.1051 0.4715
N -1.1841 2.0675 -0.0698
N 4.7356 0.3626 -1.1291
N 3.8708 -1.7627 -0.9148
N -1.7070 0.7245 -2.6135
N -3.2951 1.1403 -0.8831
N 1.4729 2.7481 -0.6827
N 0.0935 3.8956 0.8723
C -3.6952 -4.0390 1.0285
C -0.4667 -3.8033 3.1015
C -2.5829 -1.2363 2.5737
C 0.6033 0.6018 1.8603
C -3.7820 -0.4568 -2.5716
C -3.9559 -1.0016 2.4856
C 3.0911 1.2948 -6.6132
C -2.1644 3.4291 1.5329
C 3.8682 -0.4714 -0.4789
C 2.9093 5.0582 -1.1041
C -3.1782 2.6770 0.9548
C 1.8241 -4.5258 3.1593
C 3.1996 3.9085 -1.8367
C 1.8793 5.0385 -0.1913
C 2.4904 -1.7543 -6.7088
C -0.9333 3.1144 0.7859
C -3.2524 -4.6512 -1.6345
C 1.1478 3.8531 -0.0024
C 1.0612 -3.0423 1.4317
C -3.9863 -0.0079 4.6742
C -2.2476 -0.8041 -4.3700
C 0.9613 2.3983 4.3260
C -3.7252 4.4425 2.9971
C 0.5436 -4.5448 3.6961
C -4.6543 -0.4068 3.5261
C -4.4489 -5.0286 0.4122
C 2.0818 -3.7722 2.0239
C -4.2294 -5.3354 -0.9233
C -1.4037 0.0988 -3.7502
C -2.8778 0.4609 -2.0214
C -2.4125 4.3187 2.5586
C 2.4540 2.7761 -1.5918
C -0.2294 -3.0329 1.9624
C -2.5059 -3.6623 -1.0106
C 3.1079 0.1245 3.8653
C -2.7142 -3.3350 0.3293
C 5.3530 -0.7435 -6.2637
C -1.9348 -0.8468 3.7485
C -2.5601 1.8346 -0.0944
C -2.6210 -0.2285 4.7838
C -4.4898 2.8328 1.3548
C -3.4621 -1.0873 -3.7545
C 3.2306 2.9037 2.2678
C -4.7496 3.7208 2.3919
H -1.7456 -3.1234 -1.5655
H -1.4613 -3.8136 3.5370
H -0.3529 0.9929 2.2053
H 5.6438 -1.7158 -5.8622
H -4.1445 -1.8026 -4.1976
H -4.7005 -0.6619 -2.0396
H 0.2604 1.6983 4.7878
H 1.5916 2.8200 5.1124
H 3.7066 0.6042 4.6428
H 4.8218 0.1940 -2.1288
H 3.4899 5.9594 -1.2577
H -1.9593 -1.2791 -5.2977
H 2.7991 -1.9365 -7.7431
H 4.1060 -1.9115 -1.8879
H 3.3790 1.3946 -7.6649
H -3.8742 -3.8084 2.0743
H 3.9828 3.8932 -2.5821
H -5.2101 -5.5605 0.9713
H 4.0300 3.0124 3.0035
H -5.7680 3.8470 2.7393
H 2.6002 -2.6830 -6.1474
H -4.4855 -1.2957 1.5848
H -4.5255 0.4849 5.4746
H 5.5617 -0.7359 -7.3392
H 1.4319 -1.4855 -6.7051
H 2.4644 -0.6214 4.3372
H -1.6025 4.8883 2.9959
H 0.6429 -0.4533 2.1251
H 5.9734 0.0165 -5.7856
H -0.8718 -1.0313 3.8593
H 1.2679 -2.4502 0.5446
H 1.6031 5.9109 0.3827
H 0.3354 -5.1352 4.5806
H 3.0824 -3.7503 1.6071
H 3.7738 -0.3861 3.1723
H -5.2810 2.2697 0.8780
H -4.8197 -6.1031 -1.4094
H -0.4270 0.3257 -4.1682
H 3.6114 2.0636 -6.0396
H 3.6775 2.6647 1.3076
H -2.0918 0.0691 5.6814
H 2.7062 3.8548 2.1885
H 2.6319 1.8507 -2.1389
H 2.6186 -5.0934 3.6283
H 0.3793 3.2077 3.8774
H 2.0197 1.4874 -6.5272
H 3.1035 -2.3158 -0.5733
H -3.9585 5.1171 3.8117
H -3.0739 -4.8880 -2.6770
H -5.7239 -0.2507 3.4424
H 4.6123 1.3349 -0.8984
*
```

***

3.
ORCA calculation (wB97M-V/def2-TZVPD) on a molecular structure, C44H52BrCdN6OS3Si3 in a non-equilibrium geometry.

Properties
- energy relative to the best compared isomer or geometry (same formula, charge and spin) (kcal/mol) = 22.2
- total energy (eV) = -188211.1014
- strongest force on any atom (eV/A) = 1.59
- HOMO energy (hartree) = -0.157
- frontier orbital gap (eV) = 5.7
- molecular weight (g mol⁻¹) = 1053.716

Structure (ORCA input):
```
! RIJCOSX wB97M-V def2-TZVPD def2/J DEFGRID3
* xyz -1 1
Cd -0.0314 0.6715 -0.4962
Br 3.1668 2.2547 -6.3661
S -0.5625 3.6322 6.7176
S 7.0038 -1.8393 -0.4370
S 1.8876 3.3191 0.3055
Si -0.1132 -3.1848 0.7878
Si -2.5889 -1.6929 -0.4084
Si -0.7333 -3.2608 -2.3622
O -2.3250 -0.2688 0.4283
N -0.6993 3.6877 1.0311
N -1.9636 1.8218 -2.2801
N -1.1241 2.9953 -0.0279
N 0.8776 4.4257 2.4564
N 0.4414 1.0360 2.3508
N 2.2320 -0.1155 0.6203
C -3.2757 0.2888 1.2808
C 0.5892 3.7824 1.2755
C 2.6873 0.4775 1.7374
C -0.9829 -2.1502 -3.9041
C -1.0172 2.9392 5.1780
C 1.6589 0.0816 -3.1616
C 4.9415 -0.2559 1.2569
C 4.4496 -0.9156 0.1362
C 3.0728 -0.7600 -0.1410
C -2.3628 3.1114 4.9634
C -2.1837 4.1269 7.0271
C -3.0198 3.7800 6.0127
C 3.6529 1.8258 4.0213
C 1.3298 2.3999 4.6156
C 0.9247 -4.1839 -2.6636
C 2.3025 0.4380 -4.3413
C -0.8714 -2.3547 -0.7261
C 1.7609 1.1174 2.6154
C -0.4602 -2.3017 2.4529
C 2.2510 1.7925 3.7647
C -2.3200 3.2922 -0.4474
C -2.7757 2.7111 -1.6892
C -4.2579 2.6612 -3.5827
C -0.0303 2.3183 4.3357
C 2.2981 1.7604 -4.7311
C 1.6661 2.7301 -3.9810
C 4.5224 1.1778 3.2165
C -3.9659 3.1236 -2.3186
C 4.0688 0.4701 2.0676
C -3.3759 1.7862 -4.2019
C 6.0006 -3.2401 -2.3285
C -3.1383 4.3368 0.2717
C 1.0223 2.3450 -2.8150
C -2.0607 -4.6404 -2.5937
C -0.4005 1.5998 3.1734
C 1.7953 -3.4677 0.8296
C 7.1873 -2.9565 -1.7302
C -3.7665 -2.7806 0.6716
C 4.9179 -2.5479 -1.7543
C -2.2575 1.3829 -3.4863
C 5.2792 -1.7405 -0.7038
C -3.7518 -1.2538 -1.8728
C 1.0043 1.0232 -2.3732
C -0.7584 -4.9987 0.9870
H 0.8339 -4.8997 -3.4766
H 8.1602 -3.3457 -1.9552
H 1.7856 4.8547 2.5204
H -2.8664 2.7911 4.0693
H 1.7257 -3.5018 -2.9292
H -3.5554 1.4320 -5.2037
H -3.1285 -0.0976 2.2959
H -2.0080 -1.8035 -3.9487
H 2.6515 -1.2032 -1.0284
H -4.0744 3.9985 6.0131
H -3.3056 -3.0220 1.6232
H 1.6640 -0.9646 -2.8763
H -4.6704 -0.7842 -1.5266
H 5.9919 -0.3180 1.5156
H -0.2828 -1.2368 2.3424
H 1.6844 2.9323 5.4908
H 5.5833 1.1829 3.4216
H -1.9352 -5.1917 -3.5226
H -3.1598 1.3748 1.2890
H 4.0031 2.3759 4.8841
H -3.2769 -0.5549 -2.5481
H -4.2962 0.0590 0.9609
H -4.2047 4.1543 0.1835
H 1.2334 -4.7314 -1.7814
H 1.6842 3.7617 -4.3048
H -0.5251 -5.4235 1.9607
H 0.1090 4.9231 2.8796
H 2.2393 -3.4086 -0.1563
H 0.1863 -2.6610 3.2511
H -3.9862 -3.7141 0.1614
H -2.9121 5.3355 -0.1047
H -0.3016 -5.6350 0.2343
H -4.0187 -2.1364 -2.4431
H -2.0225 -5.3543 -1.7781
H -1.5535 0.6804 -3.9154
H -1.4458 1.4741 2.9332
H -3.0559 -4.2080 -2.5993
H -1.8326 -5.0520 0.8483
H -5.1560 2.9864 -4.0902
H -1.4871 -2.4353 2.7773
H -4.7113 -2.2834 0.8828
H -4.6461 3.8043 -1.8332
H -2.4172 4.6345 7.9431
H 0.5266 3.1047 -2.2245
H 3.9081 -2.6503 -2.1074
H 2.2912 -2.7354 1.4594
H -2.8540 4.3153 1.3232
H 2.0305 -4.4512 1.2318
H 5.8977 -3.9264 -3.1505
H 2.7977 -0.3023 -4.9543
H -0.7743 -2.6795 -4.8306
H -0.3414 -1.2770 -3.8703
*
```

***

4.
ORCA calculation (wB97M-V/def2-TZVPD) on a molecular structure, C44H52N6SbTi.

Properties
- energy relative to the best compared isomer or geometry (same formula, charge and spin) (kcal/mol) = 6.0
- total energy (eV) = -85054.8878
- ⟨S²⟩ = 0.7547
- strongest force on any atom (eV/A) = 0.93
- HOMO energy (spin up / spin down) (hartree) = -0.453 / -0.453
- frontier orbital gap (spin up / spin down) (eV) = 7.4 / 7.3
- molecular weight (g mol⁻¹) = 834.569

Structure (ORCA input):
```
! RIJCOSX wB97M-V def2-TZVPD def2/J DEFGRID3
* xyz 2 2
Sb -2.4006 -1.2728 -0.6509
Ti 0.7446 0.6597 0.6075
N 4.3046 2.6016 -1.2602
N 2.5284 -0.0278 1.9357
N 0.0410 2.3974 1.6146
N 2.3860 1.5738 -0.4298
N 0.9953 -1.3737 -0.0237
N -0.1127 -0.0747 2.5443
C -2.7728 -5.5991 0.0765
C -4.8244 0.1390 0.6131
C -5.9899 0.8930 0.6673
C 1.4774 -2.6425 -2.0047
C 4.4896 -0.7004 3.7728
C -3.5535 -5.6948 1.2228
C -0.4136 4.7402 1.6801
C -3.5092 -2.6451 -3.1632
C -2.5683 -2.6427 -5.3808
C -1.8544 3.2146 2.8137
C 4.7530 -0.7507 2.4101
C 3.4732 2.2908 -0.2623
C 2.2641 -0.0423 3.2465
C -1.0447 2.1869 2.3727
C -2.9769 -3.1874 0.1209
C 1.2993 -1.4578 -1.3309
C -0.4701 -1.5216 2.6373
C -4.0494 -4.5427 1.8193
C 4.0115 2.1802 -2.6364
C -1.4781 -1.4362 -3.6071
C -3.7578 -3.2956 1.2739
C 1.0383 -3.7518 0.0501
C 5.5292 3.3967 -1.0587
C -0.3839 1.5609 -0.9681
C 3.7913 2.7867 1.1216
C -4.8813 0.2009 -1.7897
C 2.8917 2.9731 -3.3096
C -4.2646 -0.2294 -0.6140
C -6.6002 1.3068 -0.5094
C -1.5371 4.5147 2.4605
C -1.3438 0.7411 2.6914
C 0.5989 -2.4976 2.1585
C -2.4596 -1.8444 -2.7050
C -3.5656 -3.0345 -4.4946
C 0.8475 0.2915 3.6255
C -2.4783 -4.3526 -0.4661
C -1.5273 -1.8380 -4.9398
C 3.2207 -0.3505 4.1974
C -6.0462 0.9600 -1.7339
C 1.3357 -3.8243 -1.2967
C 5.3625 4.8603 -1.4399
C 0.8813 -2.5201 0.6723
C 0.3400 3.6606 1.2776
C 3.7491 -0.4006 1.5316
H -4.3909 -3.6438 -4.8425
H 2.6945 2.5641 -4.3016
H -6.4212 1.1575 1.6250
H 5.7214 -1.0555 2.0352
H 1.2102 3.7918 0.6514
H 2.9714 2.5450 1.7885
H -2.1543 5.3402 2.7922
H -2.4014 -6.4978 -0.4015
H 0.0160 2.5417 -1.2472
H 2.9714 -0.3283 5.2512
H 4.9318 2.3047 -3.2023
H 1.6998 -2.6348 -3.0634
H 1.5357 -2.3482 2.6970
H -3.7824 -6.6659 1.6446
H 4.6970 2.3169 1.5063
H 3.9107 -0.4181 0.4616
H -0.1256 5.7398 1.3836
H 2.2387 1.3531 -1.4077
H 6.2947 5.3950 -1.2534
H 5.1218 4.9742 -2.4980
H -2.7228 2.9931 3.4223
H -6.5214 1.2808 -2.6526
H -4.3637 -0.1722 1.5471
H 3.7922 1.1091 -2.6375
H -2.6081 -2.9595 -6.4158
H -4.2899 -2.9622 -2.4810
H 1.9611 2.9500 -2.7401
H -4.1734 -2.4088 1.7416
H 1.3671 -0.5238 -1.8733
H 5.2593 -0.9486 4.4932
H -4.6715 -4.6140 2.7037
H -1.8745 -4.2946 -1.3661
H 0.9131 -4.6548 0.6342
H 0.5745 -0.2160 4.5521
H -1.4193 1.7396 -0.6567
H -2.0809 0.3769 1.9758
H -0.6717 -0.7859 -3.2838
H -7.5050 1.8997 -0.4709
H 0.7766 1.3609 3.8131
H 5.8473 3.3110 -0.0252
H -4.4632 -0.0549 -2.7553
H -1.3732 -1.6835 2.0544
H 4.5724 5.3356 -0.8535
H 3.9470 3.8655 1.1238
H -1.7707 0.6538 3.6925
H -0.7130 -1.7512 3.6778
H 0.2466 -3.4907 2.4334
H -0.4443 0.9815 -1.9003
H 3.1806 4.0173 -3.4296
H 1.4459 -4.7840 -1.7867
H 6.3100 2.9385 -1.6645
H -0.7568 -1.5193 -5.6313
*
```

***

Look up the strongest force on any atom of the first one. 0.36 eV/A

***

Which value of total energy does entry 1 give? -72639.3350 eV

***

Look up the strongest force on any atom of the third one. 1.59 eV/A